A 2-piece molecular cluster, C7H12 overall, computed with wB97M-V/def2-TZVPD.

XYZ file:
```
19
Properties=species:S:1:pos:R:3
C 0.075 -1.923 -1.241
H 1.123 -3.076 0.298
H 0.806 0.054 -0.521
C 1.220 -2.477 -0.602
H -0.853 -2.487 -1.113
H -0.576 2.795 2.835
H -2.248 -0.317 -0.779
C -0.802 2.149 0.832
H 2.223 -2.197 -0.908
C -0.091 -0.552 -0.400
H 1.834 0.320 1.780
C -1.299 1.442 -0.074
H 0.215 -1.634 -2.287
H 1.453 0.953 1.906
H 0.496 3.643 1.575
H -0.235 -0.787 0.654
H -1.210 0.509 -1.974
C -1.346 0.290 -0.909
C -0.261 2.898 1.801
```

Calculated values
Largest force on an atom in eV/Å: 2.54
E in eV: -7447.4454
Orbital gap (spin up / spin down) in eV: 7.270 / 8.226
Net charge: 0